[1]
Computed, not measured: a cluster of 14 separate species, C28H78NO20P in total in a non-equilibrium geometry, with the ωB97M-V functional and the def2-TZVPD basis.

Computed properties:
2S+1 ... 1
Net charge ... 0

Cartesian coordinates (Å):
C -0.4285 -3.4646 3.4077
C -0.9702 -2.3565 4.2444
C -0.0062 -1.2505 5.0454
O -0.4552 -0.8759 6.2639
O 1.2387 -0.6793 4.4635
C 0.8798 0.1460 3.2997
C 1.6330 -0.4994 1.9896
C 0.8451 0.0808 0.6595
C 1.2730 -0.7168 -0.7378
C 0.8931 -2.3125 -0.5509
C 0.0084 -2.8813 -1.8513
O -1.2627 -3.3696 -1.2946
C -2.4193 -2.9999 -2.1250
O -2.3349 -2.9358 -3.4832
N -3.7854 -2.7243 -1.5359
C -3.8090 -2.8199 -0.0267
C -3.0726 -1.5863 0.7625
O -3.5281 -1.6666 2.1903
C -4.1662 -0.3633 2.5652
O -5.5076 -0.2004 2.6346
C -3.2280 0.9729 2.9187
C -4.1925 2.3178 2.7862
P -4.5206 -1.2217 -2.1526
O -3.3588 -0.1193 -2.1905
H -1.1044 -4.3319 2.9483
H 0.7424 -3.4253 3.1799
H -2.1433 -2.1894 4.3891
H -0.2916 0.1620 3.0744
H 1.1969 1.2863 3.3987
H 2.7678 -0.1896 1.8794
H 1.6029 -1.6651 2.0896
H -0.3283 -0.0984 0.7621
H 1.0684 1.2278 0.5878
H 0.6776 -0.1791 -1.5990
H 2.4246 -0.5857 -0.8985
H 0.1926 -2.3878 0.4056
H 1.8961 -2.9399 -0.4107
H -0.0851 -1.9696 -2.5809
H 0.6284 -3.7141 -2.4363
H -4.9383 -2.9489 0.3379
H -3.2674 -3.8205 0.3162
H -3.3671 -0.5134 0.4002
H -1.9034 -1.6585 0.7806
H -2.3292 0.9943 2.1678
H -2.9094 0.8538 4.0459
H -4.8328 2.2243 1.8039
H -4.9418 2.2524 3.7100
H -3.5825 3.3279 2.7642
H -4.8489 -1.4719 -3.5600
H -5.6652 -0.8126 -1.3667
C 4.1131 3.0576 3.3389
O 3.4793 3.1095 2.0741
H 3.4498 3.4978 4.0871
H 4.3171 2.0170 3.6029
H 5.0462 3.6253 3.3035
H 4.0912 2.7123 1.4312
C -4.7037 -3.9388 4.7912
O -3.7990 -4.8022 5.4546
H -4.3973 -3.8370 3.7475
H -5.7103 -4.3621 4.8336
H -4.6894 -2.9567 5.2702
H -4.0962 -4.8732 6.3777
C -1.6906 2.8257 -0.4562
O -1.8270 1.4426 -0.1871
H -0.8142 3.2061 0.0737
H -1.5587 2.9776 -1.5303
H -2.5815 3.3550 -0.1092
H -2.6122 1.1334 -0.6701
C -0.0050 -5.9264 -4.2449
O 1.3364 -5.5731 -4.5276
H -0.6044 -5.0160 -4.1716
H -0.3953 -6.5531 -5.0506
H -0.0485 -6.4660 -3.2956
H 1.8436 -6.4006 -4.5868
C 1.2502 4.4862 5.8790
O 0.6163 4.5381 4.6142
H 0.5868 4.9264 6.6272
H 1.4541 3.4457 6.1430
H 2.1833 5.0539 5.8436
H 1.2282 4.1409 3.9713
C -1.1578 5.9232 -2.2450
O -0.7786 6.3144 -0.9384
H -2.0899 5.3560 -2.1898
H -1.3105 6.8117 -2.8626
H -0.3766 5.2944 -2.6793
H 0.0509 6.8153 -1.0193
C 3.0480 -6.9877 -2.0430
O 3.9254 -6.8080 -3.1393
H 2.1778 -6.3404 -2.1744
H 2.7216 -8.0299 -2.0033
H 3.5616 -6.7201 -1.1162
H 4.6873 -7.3946 -2.9948
C -4.1471 0.2277 -6.2012
O -3.0664 -0.6373 -6.4980
H -4.6648 0.4810 -7.1293
H -4.8422 -0.2751 -5.5243
H -3.7671 1.1414 -5.7376
H -2.6264 -0.8444 -5.6560
C 0.0532 9.5937 -2.6910
O 1.1339 8.7287 -2.9879
H -0.4645 9.8469 -3.6192
H -0.6418 9.0909 -2.0141
H 0.4332 10.5074 -2.2275
H 1.5739 8.5216 -2.1459
C 5.2645 -2.0795 -2.2063
O 4.8750 -1.0113 -1.3630
H 4.6976 -2.9727 -1.9334
H 5.0526 -1.8198 -3.2464
H 6.3320 -2.2753 -2.0787
H 5.3944 -0.2334 -1.6286
C -1.7604 12.6024 -3.6193
O -0.4492 12.5749 -3.0864
H -1.9561 11.6568 -4.1304
H -2.4816 12.7321 -2.8087
H -1.8473 13.4248 -4.3337
H -0.3043 13.4262 -2.6394
C 8.6748 -4.0181 -3.9335
O 7.4436 -4.2188 -3.2642
H 9.2563 -3.2691 -3.3908
H 9.2320 -4.9576 -3.9630
H 8.4848 -3.6627 -4.9493
H 6.9499 -4.8877 -3.7684
C 1.8411 -6.4079 4.6742
O 2.4217 -5.2411 4.1214
H 1.7157 -7.1512 3.8834
H 2.4978 -6.8108 5.4491
H 0.8647 -6.1638 5.0998
H 2.5206 -4.6002 4.8460

***

[2]
Computed, not measured: a cluster of 2 separate species, C18H23F3O7 in total, with the ωB97M-V functional and the def2-TZVPD basis.

Computed properties:
2S+1 ... 1
Net charge ... 0
SMILES ... Cc1ccc(C[C@@H](CC(=O)O)OC(=O)CCO)cc1.CCOC(=O)C(F)(F)F

Cartesian coordinates (Å):
C -5.0527 0.9210 2.1711
C -3.9492 1.6300 1.4283
C -3.0456 2.4468 2.1043
C -2.0021 3.0664 1.4298
C -1.8217 2.8890 0.0608
C -0.6537 3.5312 -0.6437
C 0.5122 2.6063 -1.0039
C 1.3090 2.0798 0.1899
C 0.7096 0.9676 1.0201
O -0.2545 0.3159 0.7654
O 1.4430 0.7529 2.1803
O 0.1348 1.4646 -1.7690
C -0.2636 1.6508 -3.0358
O -0.1260 2.6855 -3.6345
C -0.9480 0.4288 -3.6131
C -0.9770 -0.7801 -2.6960
O 0.3536 -1.2763 -2.5435
C -2.7471 2.0985 -0.6172
C -3.7918 1.4777 0.0521
H -5.9134 0.7355 1.5289
H -5.3573 1.4874 3.0509
H -4.6916 -0.0510 2.5221
H -3.1594 2.5993 3.1722
H -1.3086 3.6983 1.9761
H -0.2406 4.3033 0.0122
H -0.9938 4.0258 -1.5555
H 1.2055 3.2122 -1.5975
H 1.6120 2.9113 0.8281
H 2.2440 1.6529 -0.1961
H 1.9834 -0.0395 2.0728
H -1.9784 0.7448 -3.8066
H -0.4738 0.1863 -4.5651
H -1.3925 -0.4997 -1.7246
H -1.6018 -1.5627 -3.1387
H 0.4268 -1.6679 -1.6701
H -2.6658 1.9718 -1.6918
H -4.4918 0.8706 -0.5126
C 1.6086 -3.5554 -0.0129
C 3.0744 -3.4110 -0.3547
O 3.8737 -3.2628 0.8393
C 4.1674 -4.3816 1.4858
O 3.8548 -5.4936 1.1863
C 5.0419 -4.0525 2.7152
F 4.5475 -3.0139 3.3966
F 6.2804 -3.7382 2.3148
F 5.1124 -5.0971 3.5282
H 1.2725 -2.7162 0.5999
H 1.0196 -3.5810 -0.9302
H 1.4150 -4.4739 0.5388
H 3.2585 -2.5012 -0.9223
H 3.4411 -4.2565 -0.9345

***

[3]
Computed, not measured: a structure of composition C13H16Br3ClN2O3S2 in a non-equilibrium geometry, with the ωB97M-V functional and the def2-TZVPD basis.

Computed properties:
2S+1 ... 1
Net charge ... 0

Cartesian coordinates (Å):
C -0.2577 5.9148 -2.6357
C 0.0881 4.3889 -2.3962
O 1.1870 4.1105 -2.0087
O -0.9380 3.4815 -2.6549
C -1.7268 3.1453 -1.4846
C -1.7479 1.5801 -1.3603
C -0.4572 0.9825 -0.6597
C -0.1964 -0.5028 -1.0869
S 1.2592 -1.2859 -0.2807
C 0.6869 -1.8467 1.3361
S -0.7261 -1.2174 1.9479
N 1.3781 -2.8265 2.1382
C 0.6043 -3.8822 2.5989
C 1.5567 -4.6641 3.4022
N 2.7992 -4.0258 3.3376
C 2.6974 -2.9099 2.5756
C -1.3266 3.8984 -0.1671
C -2.2702 3.4960 1.0371
O -3.2744 2.8823 0.9342
Cl -1.6924 4.1169 2.6584
H -0.0323 6.2419 -3.6790
H 0.2239 6.5509 -1.8539
H -1.3704 6.0153 -2.4996
H -2.7887 3.4540 -1.7171
H -1.7684 1.1675 -2.4102
H -2.6957 1.2539 -0.8676
H -0.5974 1.1270 0.4401
H 0.4271 1.6037 -0.9621
H -1.0857 -1.1638 -0.8774
H -0.0254 -0.5054 -2.1965
H -0.4648 -4.1032 2.4245
H 1.2928 -5.5885 3.9620
H 3.4774 -2.1698 2.3201
H -1.4249 5.0199 -0.2334
H -0.2922 3.6199 0.1843
C 2.0146 -7.5074 0.1496
Br 1.8737 -6.0218 -1.0815
Br 1.5404 -6.9833 1.9503
Br 0.9956 -9.0397 -0.4530
H 3.0571 -7.8070 0.1691

***

[4]
Computed, not measured: a cluster of 2 separate species, C7H14O in total in a non-equilibrium geometry, with the ωB97M-V functional and the def2-TZVPD basis.

Computed properties:
2S+1 ... 1
Net charge ... 0
SMILES ... C=C/C(=C/C)CC.O

Cartesian coordinates (Å):
C -0.7762 1.2465 2.6197
C 0.1136 1.3115 1.3962
C 0.1553 0.1483 0.4540
C -0.7667 -0.1373 -0.4591
C -1.9506 0.7442 -0.7387
C 1.5355 -1.4959 1.7736
C 1.2851 -0.8095 0.6656
H -0.3973 0.4999 3.3401
H -1.7777 0.8933 2.4117
H -0.6150 2.1240 3.2332
H 1.1140 1.6680 1.6716
H -0.1444 2.2080 0.7994
H -0.8662 -1.1100 -0.9242
H -1.7253 1.8083 -0.7575
H -2.8168 0.6518 -0.1224
H -2.3367 0.5323 -1.7373
H 2.3575 -2.1763 1.9338
H 0.8729 -1.4106 2.6374
H 2.0431 -0.8394 -0.1179
H 0.8125 -2.0269 -5.9237
H 2.2681 -2.2126 -5.8816
O 1.6153 -1.6177 -6.2738

***

[5]
Computed, not measured: an isolated molecule of CH5N in a non-equilibrium geometry, with the ωB97M-V functional and the def2-TZVPD basis.

Computed properties:
2S+1 ... 1
Net charge ... 0
SMILES ... CN

Cartesian coordinates (Å):
C -0.4477 0.1157 -0.3872
N 0.6939 0.1398 0.5500
H -0.2673 -0.7411 -1.0203
H -0.4152 0.9784 -0.9991
H -1.5096 0.1696 0.1474
H 0.4786 -0.1951 1.4794
H 1.4673 -0.4674 0.2298

***

[6]
Computed, not measured: a structure of composition C2H2Cl2O in a non-equilibrium geometry, with the ωB97M-V functional and the def2-TZVPD basis.

Computed properties:
2S+1 ... 1
Net charge ... 0

Cartesian coordinates (Å):
C 1.3680 0.1019 -0.0159
C 0.1880 0.6150 -0.0892
O -1.3802 -1.3548 0.1570
Cl -1.1647 1.4026 0.0687
Cl -2.8405 -0.7513 -0.0080
H 2.1356 0.9131 -0.1144
H 1.6938 -0.9266 0.0019

***

[7]
Computed, not measured: a cluster of 2 separate species, C3H10N2O2 in total in a non-equilibrium geometry, with the ωB97M-V functional and the def2-TZVPD basis.

Computed properties:
2S+1 ... 3
Net charge ... +2

Cartesian coordinates (Å):
C -0.2439 0.9456 0.4832
C 0.0121 0.4323 -0.6765
C 0.0427 0.1952 1.7384
N -1.1535 -1.1097 -3.3964
N 1.3727 1.0000 2.3780
O 0.2942 0.2801 -1.7728
O 0.3075 -1.0937 1.6402
H -0.7472 1.8494 0.5844
H -0.7406 0.6086 2.4737
H -0.6836 -1.2051 -4.3410
H -0.9332 -0.2237 -3.0094
H -2.0835 -1.6477 -3.1809
H 1.6362 0.4165 3.2588
H 2.2039 0.9722 1.5720
H 1.1443 1.9429 2.6259
H -0.5203 -1.7789 -2.8409
H 0.0923 -1.5840 2.4632

***

[8]
Computed, not measured: an isolated molecule of C5H5NO, with the ωB97M-V functional and the def2-TZVPD basis.

Computed properties:
2S+1 ... 1
Net charge ... 0

Cartesian coordinates (Å):
O -0.7447 -0.8938 -1.7834
C -0.1034 -0.4482 -0.6948
C 1.0126 0.4487 -0.8574
C 1.1353 1.5768 0.2761
N 0.3500 1.4635 1.3114
C -0.5297 -0.6929 0.6040
C -0.2980 0.3033 1.5531
H -1.5963 -1.2785 -1.5242
H -1.2182 -1.4986 0.8371
H 1.9369 -0.0402 -0.5149
H 1.1787 0.8055 -1.8737
H -0.7415 0.1903 2.5439

***

Short version: total energy = -82012.4123; -41524.9978; -267180.7608; -9531.7387; -2607.5453; -29192.1444; -10326.2698; -8799.6114 eV, in the order given.